# C15H23F9NO3P2Tl

A molecular structure, C15H23F9NO3P2Tl (ωB97M-V/def2-TZVPD, the Open Molecules 2025 dataset).

ORCA input file:
```
! wB97M-V def2-TZVPD RIJCOSX def2/J DEFGRID3
* xyz 2 1
Tl 1.182 -0.999 0.563
P -1.609 -1.469 0.307
C -2.069 -1.615 -1.471
C -1.966 -0.286 -2.177
N -0.889 0.446 -1.854
C -0.745 1.679 -2.352
C -1.680 2.240 -3.231
C -2.772 1.471 -3.625
C -2.907 0.179 -3.110
C 0.491 2.448 -1.928
P 1.694 1.283 -1.166
H -3.725 -0.482 -3.394
H -1.499 3.252 -3.588
H -3.514 1.879 -4.313
H 0.950 2.958 -2.788
H 0.232 3.204 -1.170
H -1.261 -2.315 -1.902
H -3.061 -2.070 -1.586
H 1.013 -2.681 -2.288
O 0.078 -3.033 -2.495
H 0.102 -3.976 -2.259
H 2.742 -2.210 -1.049
O 2.546 -2.283 -2.021
H 3.213 -2.903 -2.366
C 2.451 0.666 -2.708
H 2.916 1.498 -3.252
H 3.197 -0.105 -2.486
H 1.685 0.214 -3.347
C 2.987 2.397 -0.517
H 3.823 1.784 -0.144
H 3.350 3.084 -1.298
H 2.579 2.965 0.334
C -2.543 -0.008 0.889
H -3.622 -0.202 0.774
H -2.291 0.180 1.943
H -2.251 0.873 0.304
C -2.482 -2.840 1.140
H -2.151 -2.866 2.189
H -3.569 -2.683 1.102
H -2.216 -3.796 0.671
F -1.373 1.407 4.235
C -0.567 0.369 4.568
F -0.189 0.523 5.869
F -1.334 -0.763 4.495
C 0.668 0.283 3.564
O 0.159 0.264 2.308
C 1.628 1.547 3.673
F 2.291 1.615 4.864
F 2.580 1.533 2.686
F 0.930 2.697 3.499
C 1.499 -1.018 3.920
F 1.833 -1.128 5.232
F 0.798 -2.137 3.560
F 2.669 -1.070 3.197
*
```

Values from the calculation:
- lowest unoccupied orbital energy (alpha / beta) (eV) = -10.65 / -10.61
- energy relative to the best compared isomer or geometry (same formula, charge and spin) (eV) = 0.000

---

# C33H30MoN4OP2S

A molecular structure, C33H30MoN4OP2S (ωB97M-V/def2-TZVPD, the Open Molecules 2025 dataset).

ORCA input file:
```
! wB97M-V def2-TZVPD RIJCOSX def2/J DEFGRID3
* xyz 2 3
Mo -1.143 -0.991 -0.818
N -5.474 -1.837 -0.140
C -4.153 -1.788 -0.223
S -3.422 -0.624 -1.345
N -3.383 -2.552 0.477
N -2.068 -2.501 0.240
C -1.400 -3.542 0.706
C -0.115 -3.962 0.302
C 0.424 -5.150 0.849
C 1.573 -5.707 0.350
C 2.240 -5.110 -0.724
C 1.754 -3.949 -1.286
C 0.571 -3.365 -0.806
O 0.043 -2.314 -1.375
H -6.047 -1.279 -0.753
H -5.923 -2.476 0.501
H -1.964 -4.205 1.359
H -0.097 -5.632 1.663
H 1.945 -6.630 0.767
H 3.123 -5.577 -1.134
H 2.253 -3.480 -2.121
C 1.451 2.535 -0.341
N 0.595 1.356 -0.430
P -1.114 1.455 -0.663
C -1.240 1.904 -2.411
C -2.073 2.864 -2.976
C -2.133 2.977 -4.358
C -1.388 2.135 -5.169
C -0.612 1.128 -4.609
C -0.552 1.005 -3.237
C -1.726 2.763 0.427
C -2.339 2.347 1.610
C -2.715 3.282 2.555
C -2.493 4.630 2.317
C -1.920 5.048 1.126
C -1.528 4.121 0.175
P 0.899 -0.130 0.384
C 0.976 0.300 2.137
C -0.123 0.002 2.937
C -0.174 0.474 4.237
C 0.874 1.236 4.733
C 1.974 1.522 3.941
C 2.031 1.061 2.638
C 2.539 -0.685 -0.140
C 3.359 -1.370 0.757
C 4.551 -1.917 0.320
C 4.931 -1.797 -1.006
C 4.102 -1.146 -1.909
C 2.904 -0.599 -1.485
H 1.421 3.079 -1.289
H 2.475 2.207 -0.159
H 1.137 3.206 0.464
H -2.674 3.504 -2.343
H -2.783 3.711 -4.805
H -1.412 2.247 -6.240
H -0.077 0.439 -5.243
H 0.063 0.216 -2.774
H -2.513 1.287 1.769
H -3.171 2.968 3.479
H -2.768 5.360 3.061
H -1.765 6.101 0.947
H -1.070 4.450 -0.748
H -0.923 -0.608 2.521
H -1.025 0.257 4.864
H 0.841 1.604 5.747
H 2.787 2.110 4.338
H 2.886 1.290 2.021
H 3.069 -1.462 1.794
H 5.181 -2.442 1.017
H 5.870 -2.210 -1.339
H 4.396 -1.059 -2.944
H 2.261 -0.086 -2.191
*
```

Values from the calculation:
- lowest unoccupied orbital energy (alpha / beta) (eV) = -7.13 / -7.27
- energy relative to the best compared isomer or geometry (same formula, charge and spin) (eV) = 0.000
- expectation value of S² = 2.0347

---

# C4H7N3

A single C4H7N3 molecule (ωB97M-V/def2-TZVPD, the Open Molecules 2025 dataset).

ORCA input file:
```
! wB97M-V def2-TZVPD RIJCOSX def2/J DEFGRID3
* xyz 0 1
C -1.599 0.974 0.165
C -1.387 -0.493 0.526
C 0.784 -1.306 0.206
C 1.830 -1.090 -0.554
N 2.108 0.445 -0.511
N 1.371 1.254 -0.024
N -0.028 -0.802 0.983
H -2.665 1.112 -0.063
H -1.322 1.638 0.994
H -1.012 1.261 -0.715
H -2.020 -0.767 1.378
H -1.645 -1.127 -0.342
H 2.501 -1.724 -1.121
H 3.085 0.627 -0.923
*
```

Values from the calculation:
- lowest unoccupied orbital energy (eV) = 0.52
- energy relative to the best compared isomer or geometry (same formula, charge and spin) (eV) = 4.446

---

# C5H13BS

A single C5H13BS molecule (ωB97M-V/def2-TZVPD, the Open Molecules 2025 dataset).

ORCA input file:
```
! wB97M-V def2-TZVPD RIJCOSX def2/J DEFGRID3
* xyz 0 3
B -0.229 -0.180 0.621
C 0.799 0.951 -1.520
C 0.632 -2.410 -0.471
C -1.990 2.131 1.001
C 0.880 0.749 -0.006
C 0.222 -1.651 0.920
S -1.844 0.336 1.192
H 1.700 1.544 -1.898
H 0.859 -0.075 -2.048
H -0.178 1.346 -1.886
H 0.942 -1.763 -1.292
H 1.394 -3.091 -0.273
H -0.264 -3.079 -0.700
H -2.940 2.225 0.706
H -1.280 2.471 0.242
H -1.731 2.559 1.905
H 1.903 0.331 0.137
H 0.705 1.722 0.520
H -0.681 -2.159 1.265
H 1.100 -1.957 1.583
*
```

Values from the calculation:
- lowest unoccupied orbital energy (alpha / beta) (eV) = 0.36 / -3.56
- energy relative to the best compared isomer or geometry (same formula, charge and spin) (eV) = 0.037
- expectation value of S² = 2.0049

---

# C6H7NO

A single C6H7NO molecule (ωB97M-V/def2-TZVPD, the Open Molecules 2025 dataset).

ORCA input file:
```
! wB97M-V def2-TZVPD RIJCOSX def2/J DEFGRID3
* xyz 0 1
N -1.507 1.302 2.144
C -0.656 1.160 1.240
C 0.137 0.574 0.207
C 1.441 1.319 -0.060
O 1.975 0.971 -1.091
C 0.475 -0.822 0.559
C -0.713 -1.294 -0.400
C -0.725 0.027 -1.075
H 1.874 2.179 0.739
H 1.416 -1.164 0.002
H 0.400 -1.183 1.486
H -1.541 -1.240 0.320
H -0.844 -2.395 -0.784
H -0.063 0.110 -1.969
H -1.669 0.453 -1.318
*
```

Values from the calculation:
- lowest unoccupied orbital energy (eV) = 0.29
- energy relative to the best compared isomer or geometry (same formula, charge and spin) (eV) = 3.105
- SMILES string = N#CC1(C=O)CCC1

---

Values of E, in order: -2619.22920; -2718.41188; -320.71990; -621.14369; -362.69937, all in a.u..